A structure of composition C41H50AsCrN3SSi at a distorted geometry. Source: OMol25; level of theory: ωB97M-V with the def2-TZVPD basis set.

Element x y z (Å)
1 Cr -0.125 -0.242 0.133
2 C -0.817 0.646 1.913
3 Si -0.737 2.511 1.712
4 C 0.809 2.618 0.559
5 N 0.751 1.622 -0.522
6 C -0.133 2.129 -1.603
7 C 0.567 2.310 -2.949
8 C 1.828 3.160 -2.801
9 C 2.746 2.595 -1.707
10 C 2.110 1.376 -1.036
11 C -0.319 3.422 3.320
12 C -1.316 4.077 4.037
13 C -1.054 4.632 5.276
14 C 0.215 4.543 5.823
15 C 1.222 3.906 5.117
16 C 0.953 3.350 3.881
17 C -2.324 3.231 0.981
18 C -3.515 2.518 1.074
19 C -4.731 3.103 0.774
20 C -4.774 4.413 0.332
21 C -3.593 5.121 0.174
22 C -2.386 4.541 0.514
23 H -1.821 0.361 2.240
24 H -0.164 0.393 2.757
25 H 1.684 2.404 1.173
26 H 0.955 3.622 0.154
27 H -0.556 3.085 -1.290
28 H -0.975 1.436 -1.741
29 H -0.127 2.803 -3.631
30 H 0.817 1.339 -3.380
31 H 1.542 4.182 -2.549
32 H 2.352 3.193 -3.756
33 H 2.962 3.356 -0.957
34 H 3.703 2.280 -2.122
35 H 2.742 1.066 -0.200
36 H 2.071 0.555 -1.752
37 H -2.306 4.146 3.611
38 H -1.845 5.126 5.820
39 H 0.421 4.967 6.794
40 H 2.216 3.831 5.533
41 H 1.745 2.852 3.340
42 H -3.501 1.489 1.416
43 H -5.641 2.537 0.898
44 H -5.720 4.890 0.121
45 H -3.620 6.132 -0.198
46 H -1.480 5.122 0.433
47 S 0.373 -1.280 -1.970
48 C -1.066 -1.611 -2.907
49 C -0.937 -2.042 -4.225
50 C -2.058 -2.312 -4.983
51 C -3.321 -2.155 -4.437
52 C -3.457 -1.714 -3.129
53 C -2.341 -1.451 -2.345
54 As -2.430 -0.825 -0.496
55 C -4.375 -0.965 -0.213
56 C -5.173 0.092 -0.641
57 C -6.554 0.009 -0.554
58 C -7.155 -1.143 -0.070
59 C -6.366 -2.208 0.332
60 C -4.985 -2.119 0.268
61 C -1.911 -2.442 0.479
62 C -2.271 -2.505 1.827
63 C -2.063 -3.654 2.563
64 C -1.462 -4.753 1.968
65 C -1.077 -4.696 0.640
66 C -1.309 -3.552 -0.104
67 H 0.049 -2.157 -4.643
68 H -1.947 -2.645 -6.002
69 H -4.196 -2.379 -5.027
70 H -4.446 -1.568 -2.713
71 H -4.694 0.979 -1.051
72 H -7.161 0.841 -0.883
73 H -8.232 -1.223 -0.024
74 H -6.821 -3.120 0.689
75 H -4.385 -2.964 0.586
76 H -2.764 -1.651 2.282
77 H -2.385 -3.707 3.593
78 H -1.312 -5.659 2.537
79 H -0.614 -5.551 0.170
80 H -1.028 -3.535 -1.151
81 C 3.187 -1.882 3.372
82 C 2.049 -2.747 2.804
83 C 2.621 -3.879 1.948
84 C 1.213 -3.317 3.950
85 N 1.100 -1.962 1.986
86 N 1.663 -1.050 1.043
87 H 3.733 -2.453 4.117
88 H 2.798 -0.992 3.869
89 H 3.897 -1.586 2.599
90 H 3.190 -4.562 2.574
91 H 3.282 -3.501 1.170
92 H 1.812 -4.427 1.472
93 H 1.817 -3.966 4.577
94 H 0.381 -3.892 3.555
95 H 0.816 -2.519 4.575
96 H 0.524 -1.417 2.629
97 H 2.155 -1.614 0.341
98 H 2.367 -0.437 1.483

Force components x, y, z for each atom (eV/Å):
0.92 0.58 0.49
-0.17 0.30 -0.13
0.43 -0.23 -0.04
-0.61 0.53 0.83
-0.18 -0.60 0.22
-0.72 -0.10 -0.90
0.15 0.11 0.10
-0.07 -0.04 -0.06
-0.13 -0.04 0.18
0.83 -0.16 -0.31
-0.18 -0.30 -0.56
-0.06 -0.03 -0.18
-0.05 0.06 0.18
-0.03 0.04 0.00
0.13 -0.04 0.10
-0.01 -0.06 -0.14
0.49 -0.32 0.25
0.08 -0.21 0.16
-0.16 0.06 -0.03
-0.02 -0.01 -0.01
-0.04 0.13 -0.04
0.10 -0.03 -0.01
0.03 -0.10 -0.03
0.14 0.03 0.02
0.04 -0.05 0.14
0.12 0.04 -0.11
0.00 -0.03 0.07
0.12 0.19 0.06
-0.06 -0.10 0.03
-0.10 -0.04 0.01
-0.01 0.07 -0.06
-0.02 0.11 0.01
0.09 0.00 -0.02
0.02 -0.03 0.04
-0.10 -0.03 0.01
-0.03 0.06 0.13
-0.18 0.06 0.02
-0.06 0.07 0.05
0.01 0.04 0.06
0.10 0.03 0.06
0.18 -0.07 0.01
-0.04 -0.01 0.06
-0.12 -0.04 0.00
-0.09 0.01 -0.07
0.00 0.18 -0.02
0.17 0.17 -0.03
0.45 0.07 0.29
-0.31 0.19 0.37
0.03 0.01 0.10
-0.05 -0.03 0.07
-0.06 0.03 0.06
-0.29 0.03 0.18
0.16 0.07 -0.19
-1.13 -1.26 -1.10
0.09 0.48 0.05
0.36 0.18 -0.03
-0.04 0.04 -0.11
0.07 0.01 -0.04
-0.01 0.02 -0.03
0.43 -0.22 0.05
0.18 -0.11 0.28
-0.05 0.34 -0.02
-0.07 -0.04 0.04
-0.04 -0.02 -0.06
-0.03 -0.03 0.01
0.01 0.10 -0.36
0.15 -0.03 -0.06
0.02 -0.05 -0.14
-0.10 0.04 -0.02
-0.01 -0.08 -0.04
-0.22 -0.05 0.07
-0.03 0.05 -0.03
-0.05 0.05 0.02
-0.03 -0.04 0.05
-0.11 0.07 -0.06
0.04 -0.11 0.07
-0.01 0.05 0.09
0.04 -0.09 0.07
0.03 -0.07 -0.04
-0.03 0.01 0.09
-0.26 -0.18 -0.11
0.41 -0.09 0.04
-0.18 0.17 0.15
0.08 0.06 -0.27
-0.39 -0.04 0.40
0.14 0.17 -0.04
0.13 -0.04 0.02
-0.05 0.11 0.04
0.08 0.05 0.00
0.13 -0.05 -0.01
0.12 0.02 -0.08
-0.10 -0.09 -0.02
0.12 -0.05 0.06
-0.03 -0.05 0.00
-0.05 0.11 0.10
0.07 0.02 -0.34
-0.21 0.20 0.12
-0.29 -0.12 -0.22

Calculated values
HOMO level (alpha / beta)	-10.137 / -10.274	eV
net charge	+1
energy	-5724.33426	hartree
frontier orbital gap (alpha / beta)	6.667 / 7.885	eV
2S+1	4
LUMO (alpha / beta)	-0.1275 / -0.0878	hartree